Entry 1:
{
  "formula": "C42H34AsN3O2PPd",
  "method": "the ωB97M-V functional and the def2-TZVPD basis",
  "elements": ["H", "C", "C", "H", "C", "H", "C", "C", "H", "H", "H", "H", "O", "H", "C", "H", "H", "C", "H", "C", "H", "C", "C", "P", "H", "C", "C", "H", "C", "H", "C", "N", "C", "N", "H", "H", "H", "C", "Pd", "C", "C", "H", "H", "C", "C", "C", "C", "H", "H", "H", "H", "H", "H", "C", "C", "H", "H", "C", "C", "C", "C", "C", "C", "C", "H", "H", "H", "C", "H", "O", "H", "C", "As", "C", "N", "C", "H", "C", "C", "C", "C", "C", "C", "C"],
  "coordinates": [[4.31011, -2.63107, -3.57057], [1.59692, -0.80468, -4.40619], [2.83840, -1.39726, -4.55333], [1.34923, -2.26420, 0.42110], [5.83691, -1.19609, 6.78866], [-3.85255, 2.38257, -0.80682], [0.12800, -3.84283, 1.22088], [0.90313, -0.96308, -3.20775], [1.16105, -0.21702, -5.20265], [3.79703, 1.16238, 3.45313], [-1.34595, -3.86532, 4.26319], [0.23397, -4.44841, 0.32864], [-4.60916, 1.07417, -4.81322], [5.37382, -0.26383, -1.52929], [3.69365, -1.10447, 1.28843], [3.72459, -1.82671, 2.09758], [7.62371, -3.60357, 5.21763], [1.81104, 1.22739, 7.59858], [1.51475, -0.31769, 4.85303], [2.64070, -0.17289, 1.22705], [-0.41413, -0.85378, 9.07122], [-2.91201, 0.69864, -2.64059], [-1.96366, 0.71936, 2.01464], [1.29508, -0.07546, 2.45096], [-1.08687, -0.67399, -5.08520], [4.67770, -1.11553, 0.32323], [-3.66728, 2.22642, 1.32366], [3.52255, 1.34604, -1.70453], [0.74437, -2.59960, 1.27440], [2.95758, -2.82043, -1.50041], [2.72603, 0.29722, 7.10890], [1.40545, -1.66594, -2.18529], [5.23194, -0.58548, 5.68978], [-0.76276, 0.07975, -1.81321], [-3.90562, 1.09939, -2.49545], [-0.02253, 1.55605, 8.66017], [7.15397, -2.73548, 7.48741], [4.60967, -0.23194, -0.76189], [0.66442, -0.41308, -0.05795], [-3.33452, 1.91735, 0.01971], [0.68592, 0.82067, 8.29937], [-1.40322, 0.22307, 2.79540], [1.22615, -2.51736, 8.26082], [6.69154, -2.27428, 6.62341], [-3.57393, 0.44945, -5.10633], [2.58779, 0.73437, 0.13983], [2.50665, -1.05210, 7.36527], [6.59312, -2.51074, 3.25033], [1.92237, 1.59245, 0.18355], [2.86639, -1.13563, 4.07227], [-0.26525, -1.65738, 4.37295], [3.19658, -1.79444, 6.98551], [3.39570, -1.28239, -5.47433], [-2.97927, 1.59890, 2.35021], [-0.14037, -2.26952, 3.48545], [-4.45471, 2.93768, 1.53928], [5.08698, -0.59684, 3.54478], [-1.98373, 0.58359, -1.61165], [0.62668, -1.79826, 2.41818], [-1.32831, -0.28874, -4.10305], [6.38293, -2.14525, 4.24804], [-0.75356, -3.51285, 3.42689], [-2.57697, 0.27388, -3.91481], [6.96279, -2.75615, 5.34951], [1.98141, 2.28336, 7.41389], [-3.21704, 1.78695, 3.38882], [5.50792, -1.80863, 0.40261], [-0.62044, -4.30323, 2.29458], [2.46782, 1.90418, 4.31108], [-3.18936, -0.05401, -6.17610], [-1.10016, -5.27327, 2.24544], [-0.44376, -0.36696, -3.03233], [4.15642, 1.02114, 5.97182], [3.57362, 0.67037, -0.85883], [-1.61778, 0.43140, 0.76557], [3.34737, -2.14192, -3.50032], [5.63000, -0.82103, 7.78554], [1.38825, -1.46222, 8.07741], [2.25554, -0.22780, 4.05750], [3.10333, 1.01495, 4.28510], [5.52980, -1.06387, 4.41737], [2.59169, -2.24286, -2.34367], [-2.31414, 0.99723, -0.22699], [0.47003, -0.52942, 8.53687]],
  "lowdin_charge": [0.099, -0.015, -0.071, 0.056, -0.145, 0.109, -0.081, -0.216, 0.113, 0.051, 0.095, 0.102, -0.051, 0.097, -0.123, 0.100, 0.097, -0.141, 0.051, -0.450, 0.098, 0.045, -0.160, 0.989, 0.116, -0.105, -0.073, 0.105, -0.135, 0.105, -0.424, 0.092, -0.426, 0.094, 0.111, 0.098, 0.098, -0.121, 0.429, -0.016, -0.096, 0.057, 0.101, -0.097, -0.693, -0.211, -0.115, 0.100, 0.088, 0.065, 0.094, 0.096, 0.102, -0.069, -0.116, 0.103, 0.072, -0.199, -0.368, 0.042, -0.082, -0.100, -0.087, -0.098, 0.089, 0.097, 0.095, -0.104, 0.056, -0.050, 0.095, -0.202, 1.276, -0.097, 0.092, -0.078, 0.098, -0.089, -0.437, -0.452, -0.116, -0.154, -0.205, -0.100],
  "charge": -1,
  "multiplicity": 1
}

Entry 2:
{
  "formula": "C42H34BrN6O3SV",
  "method": "the ωB97M-V functional and the def2-TZVPD basis",
  "elements": ["C", "C", "C", "H", "C", "O", "H", "C", "H", "C", "H", "C", "H", "C", "C", "N", "S", "H", "C", "H", "C", "H", "C", "V", "C", "C", "C", "C", "H", "C", "C", "C", "C", "O", "C", "N", "C", "N", "C", "H", "H", "H", "H", "C", "C", "C", "H", "H", "C", "C", "O", "C", "H", "H", "N", "H", "H", "H", "H", "H", "H", "H", "H", "H", "H", "C", "C", "N", "C", "H", "C", "C", "C", "H", "C", "C", "H", "N", "H", "C", "H", "C", "C", "C", "C", "Br", "H", "H"],
  "coordinates": [[-0.08129, -0.71302, -5.04906], [-0.75692, -3.41576, -0.54158], [-2.91414, -0.07323, 4.70354], [0.08184, 0.72274, 3.48137], [-0.18117, 3.58660, -2.52906], [-2.21100, -0.46728, -0.22964], [-0.20600, -2.00970, -3.31910], [-7.31914, 0.22023, -0.03932], [2.99773, -4.46244, 2.99990], [2.35896, -1.61480, -0.50372], [0.00558, 0.83805, -6.51278], [-0.16191, 2.27358, -2.14796], [4.42518, -1.09549, -0.43631], [4.54398, -3.49969, 4.12733], [1.89235, -4.03190, -0.08695], [4.49008, -5.89876, 1.28210], [-2.86534, 0.52037, 0.71596], [4.40023, 2.88807, 4.19598], [-0.09122, 1.62398, -4.50227], [3.17634, 3.01097, 0.09506], [-2.54620, -2.21901, 3.67110], [-2.65250, -1.90117, 5.78987], [-0.09356, 2.99229, -4.85930], [-0.11579, -0.35904, -0.71273], [3.70764, -1.89523, -0.30947], [0.83425, 0.28314, 2.81791], [-2.96794, 0.52355, 3.45054], [-6.50806, -0.87835, -0.30274], [-2.38306, -3.28516, 3.76022], [-0.04961, 0.58542, -5.46128], [2.72735, 1.68199, 3.61392], [4.06369, -4.31485, 3.11766], [-2.69962, -1.43976, 4.81262], [1.88403, -0.45039, -0.81502], [3.93786, 3.07151, 2.10205], [2.07717, 1.78298, 1.32434], [3.26885, -4.23904, 0.17478], [-0.20728, -0.05254, -2.74851], [-0.14898, 1.26066, -3.14221], [-1.78964, -3.13495, -0.71778], [3.86241, -3.00833, 4.80813], [0.77492, 1.79881, -0.36882], [-7.40309, 2.25935, 0.62328], [4.95188, -4.95379, 2.25915], [-6.77060, 1.40324, 0.43231], [6.31972, -4.81526, 2.44645], [1.29098, -0.55231, 3.35330], [-3.12192, 1.59243, 3.35723], [-0.16820, -0.98618, -3.67262], [1.91964, 1.29831, 2.54622], [0.18666, -0.22563, 1.64845], [-4.61091, 0.38379, 0.39533], [-6.94296, -1.79408, -0.67992], [-0.20382, 4.35902, -1.76895], [0.12564, -2.43702, -0.57512], [-0.05590, 3.26088, -5.90711], [-0.01158, -1.15128, 1.83242], [-3.03292, 0.53124, 5.59273], [-1.15694, -5.51697, -0.30111], [2.56098, 1.26632, 4.60015], [-0.04854, -1.53346, -5.75116], [-4.95836, 2.41787, 0.99582], [-0.16647, 4.99830, -4.15931], [1.23014, -6.07375, 0.13344], [7.86999, -3.84612, 3.57368], [1.44716, -2.72504, -0.36793], [-2.82033, -0.26747, 2.32352], [3.67459, -5.58752, 0.40349], [6.80551, -3.97579, 3.43760], [-2.48242, -2.22183, 1.51431], [3.75097, 2.58045, 3.38715], [-0.15400, 3.95079, -3.89098], [-2.60892, -1.63424, 2.41536], [-0.64069, 2.56139, -0.20012], [5.91166, -3.31963, 4.26706], [-5.40184, 1.49358, 0.64516], [4.73378, 3.76590, 1.87371], [-0.17763, 1.86405, -0.77106], [-4.49377, -1.64327, -0.29391], [4.13862, -3.17812, 0.03713], [6.99950, -5.36076, 1.80470], [-5.14309, -0.80360, -0.08389], [0.91766, -5.05624, -0.06096], [3.07320, 2.64833, 1.11217], [-0.39509, -4.75003, -0.29841], [6.56063, -2.18235, 5.63324], [-8.38489, 0.15364, -0.21199], [5.19834, -3.34420, 0.17865]],
  "mulliken_spin": [-0.004, 0.092, 0.000, 0.001, 0.001, 0.012, -0.004, 0.000, 0.000, -0.037, 0.002, -0.029, 0.001, 0.000, 0.000, 0.006, 0.021, 0.000, 0.011, 0.000, 0.001, 0.000, 0.006, 2.797, 0.019, -0.003, 0.000, 0.000, 0.000, 0.030, 0.000, 0.000, 0.000, -0.064, 0.000, 0.005, 0.009, -0.083, 0.037, -0.010, 0.000, -0.015, 0.000, 0.000, 0.000, 0.000, 0.001, 0.000, 0.091, 0.002, 0.006, 0.006, 0.000, 0.001, -0.007, 0.000, 0.010, 0.000, 0.000, 0.000, 0.000, 0.000, 0.000, 0.001, 0.000, 0.032, 0.002, -0.001, 0.000, -0.004, 0.000, -0.006, 0.006, 0.009, 0.000, -0.001, 0.000, 0.038, -0.001, -0.006, 0.000, 0.000, 0.034, 0.000, -0.017, 0.000, 0.000, 0.001],
  "charge": 1,
  "multiplicity": 4,
  "s2": 3.763
}

Here are the calculated DFT total energy numbers, same order: -126280.301, -165750.830 (eV).